*A*
19
Properties=species:S:1:pos:R:3:lowdin_charge:R:1 method="wB97M-V/def2-TZVPD" orbital_gap_ev=9.561 e_homo_ev=-8.338 total_charge=0 spin_multiplicity=1
C 1.96087 1.41618 1.14129 -0.11
C 1.88463 -0.03559 0.68548 -0.27
C 0.87495 -0.27244 -0.43901 -0.23
C -0.57519 -0.15923 -0.00798 -0.28
N -1.47123 -0.38037 -1.12285 -0.14
C -2.84972 -0.73114 -0.80994 -0.13
H 1.00063 1.91048 1.01786 0.06
H 2.66914 1.96894 0.51468 0.07
H 2.25664 1.53471 2.17862 0.07
H 2.83909 -0.40801 0.32897 0.10
H 1.59701 -0.68057 1.52230 0.10
H 1.05519 0.46446 -1.23379 0.12
H 1.02276 -1.24441 -0.92752 0.11
H -0.75979 -0.85149 0.81990 0.11
H -0.74121 0.85293 0.37030 0.11
H -1.07595 -0.92815 -1.87438 0.10
H -3.10128 -1.75177 -1.10681 0.07
H -3.04512 -0.65180 0.25727 0.07
H -3.54141 -0.05271 -1.31438 0.07

***

*B*
19
Properties=species:S:1:pos:R:3:lowdin_charge:R:1 method="wB97M-V/def2-TZVPD" orbital_gap_ev=10.240 e_homo_ev=-9.097 total_charge=0 spin_multiplicity=1
C 1.68020 -1.59223 -1.21146 -0.10
C 0.89226 -1.25893 0.05331 -0.28
N -0.50898 -0.72007 -0.12469 -0.05
C -0.42319 0.92072 1.71708 -0.07
C -0.55220 0.70940 0.18837 -0.49
C -1.81836 1.43631 -0.35638 -0.05
H 2.75144 -1.27041 -1.18541 0.08
H 1.22159 -0.95761 -1.98447 0.07
H 1.78188 -2.64080 -1.47030 0.06
H 0.92797 -2.08871 0.74355 0.10
H 1.48065 -0.46333 0.51780 0.09
H -0.48133 -0.84242 -1.15214 0.08
H 0.33815 0.32261 2.18422 0.05
H -0.07235 1.96260 1.86500 0.09
H -1.39692 0.67329 2.15275 0.08
H 0.31033 1.20865 -0.30658 0.13
H -2.72807 1.10191 0.14251 0.08
H -1.59297 2.48311 -0.41713 0.07
H -1.81009 1.01589 -1.35604 0.06

***

Stability summary: most stable *A*, least stable *B*.

***

*A*
20
Properties=species:S:1:pos:R:3:lowdin_charge:R:1 method="wB97M-V/def2-TZVPD" orbital_gap_ev=8.944 e_homo_ev=-13.040 total_charge=+1 spin_multiplicity=1
C 1.23611 0.15395 -0.90406 0.00
C -0.77033 -1.21659 -0.56529 0.02
C -1.90681 0.78834 0.90626 -0.06
C 0.02975 1.94048 1.25448 0.01
C -0.04057 -0.00771 -0.23944 -0.24
N -0.54425 0.80429 0.63289 -0.14
I 2.59009 -3.34753 -1.37898 0.54
H 1.11494 0.70644 -1.82831 0.13
H 1.99222 0.69356 -0.30267 0.11
H 1.65481 -0.84369 -1.13340 -0.04
H -1.11124 -1.67478 0.30179 0.11
H -1.55191 -1.01049 -1.14380 0.07
H -0.06883 -1.85931 -1.12540 0.07
H -2.30948 0.36122 1.87649 0.15
H -2.29731 1.82639 0.99150 0.13
H -2.55044 0.37577 0.11401 0.11
H 1.13710 1.63145 1.51090 0.15
H 0.12542 2.88078 0.74129 0.12
H -0.62813 1.95243 2.07448 0.08
H 3.89884 -4.15499 -1.78274 -0.32

***

*B*
20
Properties=species:S:1:pos:R:3:lowdin_charge:R:1 method="wB97M-V/def2-TZVPD" orbital_gap_ev="9.117 / 6.230" e_homo_ev="-12.545 / -11.345" total_charge=+1 spin_multiplicity=1
C -1.55908 0.41342 0.93551 0.03
C -1.94080 -1.11133 -0.80468 -0.04
C 0.03089 -1.41868 0.41468 0.03
C -0.18588 0.58986 -0.99644 0.15
C 3.45748 1.16499 -1.19293 -0.60
N -0.87272 -0.36782 -0.15937 -0.45
I 4.35238 -0.08907 0.17372 0.73
H -1.91800 -0.35328 1.62734 0.12
H -0.80348 1.07069 1.32458 0.11
H -2.42066 0.88610 0.46188 0.12
H -2.58153 -1.48145 0.04647 0.14
H -2.63572 -0.57659 -1.39560 0.10
H -1.52490 -1.86574 -1.48312 0.13
H 0.43952 -1.24312 1.41787 0.13
H -0.63633 -2.22967 0.63661 0.10
H 0.72407 -1.53895 -0.34137 0.08
H -0.44679 0.64133 -2.06104 0.12
H 0.73629 0.90781 -0.45900 0.08
H 2.56831 1.59718 -0.72112 -0.09
H 3.52588 0.89289 -2.26950 -0.01

***

*C*
20
Properties=species:S:1:pos:R:3:lowdin_charge:R:1 method="wB97M-V/def2-TZVPD" orbital_gap_ev=9.600 e_homo_ev=-12.978 total_charge=+1 spin_multiplicity=1
C -0.79521 0.07108 2.99246 -0.07
C -1.48598 0.25048 -2.62144 -0.05
C -1.67715 2.39006 -1.44857 -0.17
C -0.30906 0.60001 1.69741 -0.28
C -0.98218 1.25325 -1.95845 -0.74
N 1.18666 0.53125 1.58520 0.10
I 1.22984 1.33055 -1.81555 0.90
H -0.56382 0.70556 3.80676 0.07
H -1.97609 0.00256 2.83870 0.16
H -0.43489 -0.90889 3.09387 0.07
H 1.49398 0.48365 0.51574 0.01
H -2.54288 -0.02013 -2.86215 0.11
H -0.96090 -0.51801 -3.08383 0.03
H -1.65580 2.46023 -0.36172 0.06
H -2.69691 2.33801 -1.79163 0.09
H -1.18102 3.26043 -1.90567 0.09
H -0.63761 1.71129 1.51916 0.16
H -0.60002 -0.03387 0.94991 0.08
H 1.56462 1.42598 2.09313 0.21
H 1.48284 -0.28613 2.17937 0.17

***

Stability summary: most stable *A*, least stable *B*.

***

*A*
15
Properties=species:S:1:pos:R:3:lowdin_charge:R:1 method="wB97M-V/def2-TZVPD" orbital_gap_ev="8.380 / 8.279" e_homo_ev="-8.418 / -8.239" total_charge=0 spin_multiplicity=1
C 1.32310 -0.86043 0.66813 -0.29
C 0.49881 -0.36080 -0.18764 -0.27
C 1.12122 -2.13574 1.47521 -0.53
C 0.78618 2.56927 -0.16841 -0.53
Si -0.97147 -0.54795 -1.29367 0.59
Cl -0.22385 -3.19671 0.87911 0.51
Cl 1.67113 2.44458 1.24991 0.57
H 2.17202 -0.37185 1.07045 0.06
H 1.95688 -2.79204 1.33818 0.05
H 1.00750 -2.00239 2.50395 0.05
H -0.28022 2.71254 -0.05799 0.00
H 1.30572 2.99035 -1.00316 0.00
H -0.18583 -1.27970 -2.42859 -0.04
H -1.13117 0.91939 -1.45062 -0.08
H -1.89879 -1.51918 -0.64841 -0.10

***

*B*
15
Properties=species:S:1:pos:R:3:lowdin_charge:R:1 method="wB97M-V/def2-TZVPD" orbital_gap_ev="8.256 / 7.075" e_homo_ev="-8.618 / -7.444" total_charge=0 spin_multiplicity=1
C -0.64319 0.35910 0.30745 -0.28
C 0.01954 0.63172 -0.81000 0.01
C -2.16629 0.56924 0.56973 -0.13
C 3.10720 -1.03162 0.21278 -0.77
Si 3.23219 0.55645 -0.84402 0.25
Cl 4.77188 -1.69894 0.14572 0.47
Cl 3.52672 2.08900 0.38933 0.28
H -0.09865 0.11415 1.16184 0.04
H -0.37524 0.93849 -1.71943 -0.02
H -2.37357 1.24838 1.38290 0.04
H -2.83523 -0.36993 0.76450 0.09
H -2.67779 0.95080 -0.38666 0.08
H 3.05981 -0.95993 1.23560 -0.03
H 2.21810 -1.59286 -0.07799 0.03
H 3.94603 0.50073 -2.15348 -0.06

***

*C*
15
Properties=species:S:1:pos:R:3:lowdin_charge:R:1 method="wB97M-V/def2-TZVPD" orbital_gap_ev=10.381 e_homo_ev=-9.695 total_charge=0 spin_multiplicity=1
C 0.90940 0.55413 1.06720 -0.21
C 0.29763 -0.34380 0.25134 -0.18
C 2.38302 0.70747 1.35760 -0.08
C -1.67471 -0.89176 -2.05313 -0.18
Si -1.58267 -0.05349 -0.25849 -0.27
Cl -2.10676 1.89095 -0.00412 0.34
Cl -2.62058 -1.20305 0.96775 0.37
H 0.36175 1.33882 1.32624 0.01
H 0.72985 -1.15411 -0.20390 0.02
H 2.88671 -0.14645 0.93421 0.07
H 2.66653 0.56242 2.33321 0.04
H 2.79318 1.62478 1.05128 0.06
H -1.64322 -1.88471 -1.76132 -0.01
H -2.57744 -0.43759 -2.46988 0.03
H -0.82271 -0.56361 -2.53799 -0.01

***

*D*
15
Properties=species:S:1:pos:R:3:lowdin_charge:R:1 method="wB97M-V/def2-TZVPD" orbital_gap_ev="7.207 / 7.787" e_homo_ev="-8.009 / -7.810" total_charge=0 spin_multiplicity=1
C 1.34872 -0.48051 0.53238 -0.21
C 1.08588 0.30690 -0.47084 -0.07
C 0.33791 -1.23611 1.39396 -0.11
C 1.51690 1.45703 -1.22686 -0.13
Si -2.59700 -0.04451 -0.39423 -0.17
Cl -3.33776 -1.93037 -0.37032 0.19
Cl -3.45561 1.05944 1.12954 0.17
H 2.38843 -0.46281 1.03563 0.13
H 0.55428 -0.95788 2.35991 0.04
H -0.60970 -1.04788 0.99111 -0.05
H 0.51018 -2.38636 1.33258 0.11
H 2.60618 1.50552 -1.67799 0.13
H 1.02953 1.64818 -2.09979 0.02
H 1.22886 2.31268 -0.68568 0.06
H -2.60679 0.25669 -1.84941 -0.11

***

Stability summary: most stable *C*, least stable *A*.

***

*A*
15
Properties=species:S:1:pos:R:3:lowdin_charge:R:1 method="wB97M-V/def2-TZVPD" orbital_gap_ev=11.786 e_homo_ev=-16.853 total_charge=+1 spin_multiplicity=1
C 1.05102 1.95212 0.33107 0.11
C -0.96582 -0.72558 0.92052 0.03
C -0.17298 -0.53252 -1.40096 0.04
C 0.14149 -0.27866 0.05564 -0.52
O 1.35107 -0.53217 0.43714 0.11
O 0.02250 1.41924 0.03095 0.10
H 1.24824 3.03569 0.15646 0.15
H 1.94094 1.41238 0.71908 0.14
H -1.81340 -0.08276 0.87626 0.10
H -1.27218 -1.67839 0.42386 0.12
H -0.68338 -1.06717 1.96879 0.13
H -0.85594 -1.31388 -1.68749 0.11
H 0.74062 -0.56057 -1.93812 0.10
H -0.52017 0.40267 -1.84632 0.11
H 1.45539 -0.94746 1.31174 0.17

***

*B*
15
Properties=species:S:1:pos:R:3:lowdin_charge:R:1 method="wB97M-V/def2-TZVPD" orbital_gap_ev=8.917 e_homo_ev=-14.981 total_charge=+1 spin_multiplicity=1
C -2.18451 0.08730 -0.16004 0.27
C 1.09197 -0.97897 -0.87496 0.04
C 0.73935 1.35096 0.56447 0.10
C 0.05899 -0.25175 -0.00134 -0.49
O -0.31175 -0.80442 1.19091 0.07
O -1.05116 0.32658 -0.59964 0.11
H -2.85730 0.77227 -0.55763 0.14
H -2.33052 -0.71933 0.40442 0.10
H 0.56060 -1.78900 -1.21735 0.06
H 1.48386 -0.22597 -1.71459 0.16
H 2.05483 -1.13253 -0.40959 0.10
H 0.49644 1.45805 1.55205 0.03
H 0.39722 2.15047 -0.09872 0.08
H 1.87801 1.40198 0.46769 0.11
H -0.02603 -1.64564 1.45432 0.12

***

Stability summary: most stable *A*, least stable *B*.